# C6H10O

One molecule with the formula C6H10O (the ωB97M-V functional and the def2-TZVPD basis, the Open Molecules 2025 dataset).

Positions of all 17 atoms, in Å:
C (1.249, -1.661, 1.651)
C (0.666, -0.835, 0.995)
C (-0.073, 0.296, 0.388)
C (0.595, 1.603, 0.859)
O (-1.434, 0.243, 0.810)
C (-0.088, 0.238, -1.145)
C (-0.840, -0.943, -1.745)
H (1.779, -2.391, 2.225)
H (0.772, 1.576, 1.939)
H (1.566, 1.733, 0.371)
H (-0.043, 2.463, 0.620)
H (-1.445, -0.021, 1.738)
H (-0.560, 1.170, -1.477)
H (0.949, 0.247, -1.505)
H (-0.827, -0.871, -2.837)
H (-1.882, -0.948, -1.418)
H (-0.386, -1.901, -1.469)

Structure (SMILES): C#C[C@](C)(O)CC
Calculated total energy: -8429.794 eV
HOMO level: -10.13 eV

Atom charges from the Mulliken analysis, given in e for atoms 1 to 2: atom 1 (C): 0.158, atom 2 (C): -1.216